Entry 1:
3 unconnected molecules or ions with the total composition H4IO2. Source: the Open Molecules 2025 dataset; level of theory: ωB97M-V/def2-TZVPD.

CARTESIAN COORDINATES (ANGSTROEM)
I1 1.34373 -1.72455 -0.33868
O1 3.20799 2.38090 -3.56397
H1 3.04119 1.71774 -2.89418
H2 2.34744 2.75712 -3.74876
O2 -3.59331 -1.98230 3.49764
H3 -3.65566 -1.10010 3.86378
H4 -2.69136 -2.04884 3.18414

**HOMO-LUMO gap**: 6.71 eV
**Net charge**: -1
**Spin multiplicity**: 1

Entry 2:
A molecular structure, H4InO2 at a distorted geometry. Source: the Open Molecules 2025 dataset; level of theory: ωB97M-V/def2-TZVPD.

CARTESIAN COORDINATES (ANGSTROEM)
In1 -0.18620 1.34888 1.69234
O1 -1.16625 -1.07671 0.67417
H1 -2.16829 -1.13869 0.62602
H2 -0.82725 -1.78109 0.04432
O2 1.15547 1.00474 -0.75615
H3 1.80405 1.57845 -1.28048
H4 1.38848 0.06441 -1.00022

**HOMO-LUMO gap**: 5.10 eV
**Net charge**: +3
**Spin multiplicity**: 1

ΔE to the lowest compared entry with this formula, charge and spin for every record listed, in sequence, given in kJ/mol: 56.9, 274.0.